(1)
Molecular formula: C6H5ClN2S
Method: DFT, the ωB97M-V functional and the def2-TZVPD basis

Geometry as XYZ:
```
15
Properties=species:S:1:pos:R:3:mulliken_charge:R:1
N -2.34621 2.48647 -0.19329 -0.436
C -1.61330 1.60657 -0.17500 0.035
C -0.77019 0.41722 -0.03912 0.776
S -1.68093 -0.84366 1.07731 0.012
Cl -3.44461 -1.00381 0.05601 -0.165
C 0.47203 0.74340 0.74768 -0.885
C 1.44383 -0.38148 0.80200 -0.537
C 1.56706 -1.02466 -0.34219 -0.026
C 0.59594 -0.87758 -1.36320 -0.162
N -0.48055 -0.18194 -1.26458 -0.541
H 0.38033 1.20525 1.80499 0.381
H 0.68201 1.58660 0.10547 0.378
H 2.13888 -0.52546 1.61447 0.391
H 2.26283 -1.89618 -0.54180 0.288
H 0.79286 -1.31074 -2.28875 0.492
```

Calculated values
- E (Eh) = -1199.44348
- gap between HOMO and LUMO (eV) = 8.650
- charge = 0
- SMILES = N#C[C@]1(SCl)CC=CC=N1
- LUMO (eV) = -0.71
- HOMO energy (eV) = -9.36
- energy relative to the best compared isomer or geometry (same formula, charge and spin) (eV) = 0.000
- spin multiplicity = 1

---

(2)
Molecular formula: C15H17CsN4OS2
Method: DFT, the ωB97M-V functional and the def2-TZVPD basis

Geometry as XYZ:
```
40
Properties=species:S:1:pos:R:3:mulliken_charge:R:1
Cs 0.97421 -0.03290 -1.11216 1.078
S 3.73454 -0.68701 0.42150 -0.607
C 3.48136 -2.29854 -0.17454 0.211
C 4.53315 -3.25014 -0.12684 -0.679
C 4.33161 -4.53824 -0.54650 -0.133
C 3.07366 -4.91249 -1.03419 -0.652
C 2.10525 -3.94036 -1.07620 -0.301
N 2.27717 -2.66804 -0.67542 -0.292
H 5.48859 -2.92676 0.26286 0.360
H 5.13586 -5.26326 -0.49673 0.353
H 2.86603 -5.92017 -1.36682 0.383
H 1.11133 -4.18015 -1.44596 0.383
O 0.95120 2.83612 0.05494 -0.418
C 0.11157 3.95805 -0.13414 -0.604
C -1.20589 3.53212 -0.73922 0.573
C -2.31709 4.35835 -0.59332 -0.665
C -3.51276 3.97948 -1.17260 -0.353
C -3.57180 2.78332 -1.87417 -0.458
C -2.41975 2.02227 -1.96329 -0.495
N -1.25472 2.38503 -1.41088 -0.063
H 1.79688 3.13533 0.40315 0.232
H 0.57675 4.68746 -0.80741 0.321
H -0.08699 4.46758 0.81353 0.337
H -2.23943 5.27793 -0.02637 0.375
H -4.39286 4.60178 -1.07238 0.414
H -4.49012 2.44567 -2.33468 0.411
H -2.42735 1.06347 -2.46773 0.349
C -0.31379 -2.51139 1.61210 -0.921
N -0.92317 -1.18662 1.62886 0.307
C -0.73148 -0.21078 2.59761 -0.206
C -1.49932 0.84064 2.25713 -0.538
N -2.14993 0.48876 1.08776 0.147
C -1.79948 -0.75992 0.68565 -0.629
S -2.28062 -1.57892 -0.70216 -0.244
H 0.20104 -2.66151 2.55717 0.276
H 0.40565 -2.57961 0.79789 0.320
H -1.08770 -3.26367 1.48219 0.357
H -0.05151 -0.35501 3.41763 0.409
H -1.62884 1.79799 2.72793 0.439
H -2.77126 1.06413 0.54580 0.223
```

Calculated values
- E (Eh) = -1692.61196
- gap between HOMO and LUMO (eV) = 6.283
- charge = 0
- LUMO (eV) = -0.10
- HOMO energy (eV) = -6.39
- energy relative to the best compared isomer or geometry (same formula, charge and spin) (eV) = 0.085
- spin multiplicity = 1

---

(3)
Molecular formula: C2H3ClN2
Method: DFT, the ωB97M-V functional and the def2-TZVPD basis

Geometry as XYZ:
```
8
Properties=species:S:1:pos:R:3:mulliken_charge:R:1
C 0.71827 1.81947 -0.00494 0.292
N 0.04265 0.86652 0.02411 -0.077
C -0.71394 -0.41175 0.01623 0.623
N 0.12197 -1.36871 -0.08015 -0.205
Cl -2.35588 -0.15329 -0.02599 0.181
H 1.21218 2.78920 -0.14296 0.480
H 1.06228 -1.09075 0.10834 0.286
H -0.08753 -2.45070 0.10537 0.420
```

Calculated values
- E (Eh) = -646.87145
- gap between HOMO and LUMO (eV) = 10.746
- charge = +2
- SMILES = C#[N+]C(=[NH2+])Cl
- LUMO (eV) = -12.18
- HOMO energy (eV) = -22.92
- energy relative to the best compared isomer or geometry (same formula, charge and spin) (eV) = 0.121
- spin multiplicity = 1

---

(4)
Molecular formula: C4H4NO2
Method: DFT, the ωB97M-V functional and the def2-TZVPD basis

Geometry as XYZ:
```
11
Properties=species:S:1:pos:R:3:mulliken_charge:R:1
C 0.45764 0.49254 0.10832 0.344
C 3.92110 0.04683 -0.27886 0.410
C 1.60140 -0.37662 0.25111 -0.280
C -0.36351 1.35766 -0.77892 -0.800
N 0.67586 0.21378 1.34188 -0.655
O 3.97313 -0.08348 -1.44808 -0.450
O 4.56161 0.16476 0.72172 -0.473
H 1.45602 -1.38986 0.10410 0.179
H 0.31654 1.72603 -1.52064 0.241
H -0.80971 2.16496 -0.17555 0.279
H -1.15398 0.73088 -1.34373 0.205
```

Calculated values
- E (Eh) = -359.98081
- gap between HOMO and LUMO (eV) = 6.146
- charge = -1
- LUMO (eV) = 3.98
- HOMO energy (eV) = -2.16
- energy relative to the best compared isomer or geometry (same formula, charge and spin) (eV) = 4.217
- spin multiplicity = 1

---

(5)
Molecular formula: C24H29FN2O
Method: DFT, the ωB97M-V functional and the def2-TZVPD basis

Geometry as XYZ:
```
57
Properties=species:S:1:pos:R:3:mulliken_charge:R:1
C -4.16694 -0.88938 -2.41167 -0.764
C -4.85515 -0.68191 -1.06230 -0.830
N -3.93230 -0.16549 -0.08864 0.191
C -3.15365 -0.93570 0.72669 -0.437
C -2.24982 -0.16938 1.40433 0.622
C -1.17676 -0.67712 2.31007 -1.121
N -0.25378 -1.51129 1.55154 0.511
C 0.73049 -2.17439 2.37833 -0.795
C 1.47460 -3.21357 1.54444 -0.778
C 2.11708 -2.55767 0.32477 -1.394
C 1.10770 -1.72068 -0.47110 2.841
C 0.04934 -2.64646 -1.11256 -1.592
O -0.86328 -2.00018 -1.96720 -0.356
C 1.82267 -0.92576 -1.59192 -1.778
C 2.88135 0.01793 -1.10032 -0.203
C 4.20530 -0.39150 -0.98489 -0.278
C 5.18100 0.46781 -0.51202 -0.682
C 4.81752 1.75296 -0.15686 0.364
F 5.76304 2.59907 0.30808 -0.341
C 3.51412 2.19837 -0.27521 -0.780
C 2.55389 1.32468 -0.75154 -0.164
C 0.39813 -0.76610 0.49326 -1.870
C -2.45830 1.17333 0.96738 0.823
C -1.85266 2.39424 1.26458 -0.244
C -2.30381 3.52912 0.63058 -0.864
C -3.35254 3.47590 -0.29182 -0.657
C -3.97102 2.28529 -0.60583 -0.707
C -3.51833 1.13183 0.02476 -0.316
H -3.28588 -1.51501 -2.28514 0.054
H -3.85031 0.06688 -2.82131 0.293
H -4.84706 -1.36431 -3.11379 0.417
H -5.69276 0.01480 -1.16467 0.373
H -5.24310 -1.63468 -0.69178 0.385
H -3.29614 -1.99806 0.77096 0.484
H -1.61112 -1.30287 3.09657 0.527
H -0.66047 0.17108 2.79309 0.284
H 0.21626 -2.66662 3.20808 0.453
H 1.45641 -1.45440 2.80434 0.347
H 0.77274 -3.98583 1.22987 0.344
H 2.24628 -3.68653 2.15506 0.476
H 2.56278 -3.32146 -0.31720 0.341
H 2.91610 -1.89686 0.66854 0.452
H 0.55572 -3.46416 -1.64704 0.415
H -0.56697 -3.06387 -0.31603 0.394
H -0.38909 -1.65944 -2.73337 0.337
H 1.07155 -0.33978 -2.12734 0.781
H 2.27182 -1.64302 -2.28467 0.503
H 4.48168 -1.39479 -1.27399 0.436
H 6.20904 0.15501 -0.41928 0.432
H 3.26517 3.21136 -0.00118 0.446
H 1.53494 1.66700 -0.85715 0.439
H -0.36657 -0.21238 -0.05436 0.460
H 1.12770 -0.04682 0.90770 0.191
H -1.04224 2.44520 1.97739 0.409
H -1.84396 4.48308 0.84512 0.401
H -3.68026 4.38826 -0.76860 0.397
H -4.77936 2.25470 -1.32178 0.329
```

Calculated values
- E (Eh) = -1216.56884
- gap between HOMO and LUMO (eV) = 8.326
- charge = 0
- SMILES = CCn1cc(CN2CCC[C@](CO)(Cc3ccc(F)cc3)C2)c2ccccc21
- LUMO (eV) = 0.70
- HOMO energy (eV) = -7.62
- energy relative to the best compared isomer or geometry (same formula, charge and spin) (eV) = 0.054
- spin multiplicity = 1